{"formula": "C4H4N2O2", "method": "the ωB97M-V functional and the def2-TZVPD basis", "elements": ["O", "C", "N", "C", "O", "N", "C", "C", "H", "H", "H", "H"], "positions_angstrom": [[-1.705788, 1.699767, 0.758059], [-0.825154, 0.924160, 0.534972], [0.210285, 0.353718, 1.255844], [1.273310, -0.224455, 0.521137], [2.385155, -0.667439, 0.900989], [0.867437, -0.314424, -0.804366], [-0.423253, -1.034345, -0.915365], [-0.407526, 0.440866, -0.852652], [0.253664, 0.496875, 2.312030], [-0.747324, -1.205067, -1.895980], [-0.671406, -1.670270, -0.074764], [-0.209400, 1.200613, -1.739903]], "atomic_forces_ev_per_a": [[-0.1005, -0.3678, 1.2191], [2.2514, 0.1466, -3.1380], [0.5742, 0.6598, 4.4552], [3.0685, -2.0330, 1.4693], [-4.1050, 1.9424, -0.4067], [-0.7578, 0.0462, -0.4105], [0.3154, 1.0559, -0.5887], [0.6433, 2.3587, -0.8112], [0.1979, -0.4345, -2.0655], [0.2527, -1.8080, -1.2618], [-0.4980, 0.2525, -0.1607], [-1.8420, -1.8188, 1.6996]], "total_energy_ha": -414.7632, "e_homo_ev": -10.6, "smiles": "O=C1NC(=O)N2C[C@@H]12", "lumo_ha": 0.023, "relative_energy_kcal_mol": 52.1, "multiplicity": 1, "homo_lumo_gap_ev": 11.21}